{
  "formula": "C16H40O2",
  "method": "ωB97M-V/def2-TZVPD",
  "symbols": ["H", "C", "C", "H", "H", "H", "H", "C", "H", "H", "H", "H", "H", "H", "C", "H", "H", "H", "C", "C", "H", "H", "H", "C", "H", "H", "C", "H", "H", "H", "H", "C", "O", "H", "H", "H", "O", "H", "H", "H", "C", "C", "H", "C", "H", "H", "C", "H", "H", "C", "H", "C", "H", "H", "H", "C", "H", "H"],
  "xyz": [[-1.38185, -1.26293, -2.32168], [-1.52077, 3.74017, -3.37261], [-0.62708, -4.85562, 0.47277], [0.22445, 2.30241, -1.54605], [1.33412, -5.66406, -0.47822], [4.31706, 4.16565, -0.12949], [3.05410, 5.43836, 0.24773], [-0.56212, -0.87543, -1.71694], [-4.74044, -1.65342, 1.47005], [3.62006, -1.57933, 2.71541], [-3.48183, -0.37755, -0.10492], [-0.42986, 2.67410, -0.03825], [4.39811, -0.52892, 0.73228], [2.79202, -0.40814, 0.01494], [3.32204, -0.52467, 1.01155], [1.91692, 3.47121, 0.51047], [-2.23181, -2.38274, 2.78797], [-0.40213, 4.00925, -3.74781], [-3.19969, -2.66237, 2.35142], [3.33063, 4.68804, -0.47618], [2.50436, -5.25792, 1.36949], [-0.56423, -1.30035, 0.81929], [-1.12371, -4.09192, 0.86168], [-1.47636, 3.68556, -1.76056], [-0.11639, 0.43176, -0.16225], [2.44841, 2.77212, -1.07001], [-2.89113, -1.11434, 0.51705], [-3.12376, -3.43991, 1.60020], [-3.94225, -0.58161, 2.58108], [1.26121, 4.31090, -2.12434], [-1.29512, -0.04307, 1.68499], [-0.16337, 3.09349, -1.02262], [1.64168, -1.32653, 2.33835], [-1.79530, 4.72859, -1.16645], [1.30122, -1.99258, 2.93525], [-2.66620, -2.04253, -0.01725], [1.61277, -5.04515, 1.45394], [-1.37345, 0.71914, -1.08742], [3.44079, 5.28102, -1.48626], [-3.77746, -3.04297, 3.25003], [-0.85216, 0.06771, -0.54935], [0.95947, 4.16811, -1.16259], [-0.03827, -0.30788, -2.38173], [-3.65044, -1.46927, 1.79868], [2.87921, -2.67123, 1.33015], [-2.05188, 4.58590, -3.66896], [-1.40019, -0.55002, 0.69690], [-0.07449, -1.70575, -1.19417], [2.99553, 0.43097, 1.31394], [2.94725, -1.67054, 1.84303], [-2.16405, 2.95503, -1.56663], [2.19117, 3.60839, -0.47126], [1.06268, -3.85037, -0.12341], [-1.56308, 2.89561, -3.80334], [-1.35503, -4.63773, -0.36528], [0.93169, -4.81946, 0.17484], [-0.95513, -5.76969, 0.95946], [0.50410, 5.28249, -0.72694]],
  "forces_ev_per_a": [[-0.57, 0.06, 0.63], [6.11, 6.46, 4.91], [1.19, -3.43, -3.10], [0.57, -2.29, -1.58], [-1.08, 1.51, 0.19], [-1.52, 1.31, -0.85], [0.12, 0.29, 0.37], [-0.81, -1.99, 2.80], [1.22, 0.26, 0.01], [0.06, -1.08, -0.32], [0.76, -0.88, 0.51], [0.31, 0.93, -0.08], [-0.58, 0.15, 0.42], [0.38, -1.19, 0.59], [0.73, 0.47, -4.26], [-0.18, -1.23, 2.30], [0.46, -0.98, -0.13], [-2.11, -0.11, 0.91], [1.73, -2.92, 4.08], [1.11, -0.96, -0.90], [2.23, -0.52, -0.73], [-1.38, -0.38, 0.37], [-0.43, 3.97, 3.70], [1.57, 1.87, 0.42], [9.22, 4.54, 2.95], [0.50, -1.23, 0.07], [1.64, 1.25, 0.33], [0.20, -0.29, 0.10], [1.63, -1.79, -1.75], [0.09, 0.56, -3.02], [-0.19, 0.66, -1.05], [-1.47, 3.99, -1.29], [-0.36, 0.06, -0.26], [0.81, -2.73, -1.94], [0.10, -0.36, 0.07], [-0.89, 0.02, -0.36], [-3.19, 1.05, 0.21], [-2.87, 3.76, -0.90], [0.00, -1.53, 1.75], [0.35, 0.35, -1.16], [-6.83, -5.60, -2.65], [-2.52, 1.24, 4.74], [2.33, 0.99, -1.85], [-5.49, 4.73, -1.63], [0.61, 0.97, 0.57], [-1.47, 0.74, -0.90], [-1.25, -1.79, 0.92], [0.64, -0.33, -1.11], [0.18, 1.05, 1.75], [-1.17, -0.09, 1.37], [-2.50, -1.49, 0.97], [0.75, 3.80, -1.92], [1.22, 2.34, -1.37], [-1.70, -6.29, -2.97], [1.40, -1.48, -0.91], [-1.37, -3.28, 2.04], [0.09, -0.08, -0.02], [1.63, -3.06, -1.02]],
  "smiles": "CCCCCC.CCCCCC.CCO.CCO",
  "total_charge": 0,
  "e_lumo_ev": 0.8,
  "fmax_ev_per_a": 10.69,
  "homo_lumo_gap_ev": 10.8,
  "homo_ev": -10.025
}


{
  "formula": "C16H41F2HgN2O10S2",
  "method": "ωB97M-V/def2-TZVPD",
  "symbols": ["O", "H", "O", "H", "H", "C", "C", "C", "H", "H", "H", "H", "H", "H", "H", "H", "O", "H", "H", "H", "N", "H", "O", "H", "C", "C", "O", "F", "O", "H", "H", "O", "H", "H", "C", "H", "H", "H", "H", "H", "C", "O", "C", "N", "C", "H", "H", "H", "H", "H", "C", "H", "Hg", "H", "H", "C", "F", "C", "C", "O", "H", "H", "S", "H", "H", "H", "C", "C", "H", "H", "C", "H", "O", "S"],
  "xyz": [[1.11762, 0.49664, 2.19223], [2.25058, -8.97724, 2.91863], [-7.90548, 7.69009, 3.62476], [-7.08987, 5.74725, 6.22662], [6.52190, -6.06050, 7.47592], [3.55576, 0.99803, -6.74154], [-7.80070, 6.48598, 4.36040], [7.58537, -2.54366, -3.01573], [0.77733, -8.82360, 1.00862], [5.56029, -2.60893, 5.24266], [-0.40051, 6.16150, -4.07987], [8.53188, -2.20169, -2.59707], [5.45687, 0.78076, -7.83705], [-1.72622, 7.46636, -3.87781], [-9.33461, 0.41151, -2.73053], [-8.61241, 0.99137, -5.08127], [2.62675, 0.04240, -6.16018], [6.52752, -1.80035, -1.29325], [3.01712, 1.87020, -7.11205], [-2.24613, 6.03484, -1.31783], [-0.93637, 1.14099, 0.55698], [4.54337, -0.69486, -7.69605], [5.32807, -3.04173, -2.34561], [-3.01671, 6.18914, -3.62416], [6.07817, -4.57930, 5.87769], [4.44415, 0.37826, -7.85933], [0.73569, 2.98416, 1.77764], [-2.90901, 0.13702, 0.86842], [-1.23648, -0.94498, 2.08807], [-1.20854, 7.50297, -1.52967], [-7.37052, -0.29372, -4.98377], [-7.14809, 1.19488, -3.71985], [-8.78709, 8.04581, 3.75829], [-2.93779, 7.56560, -1.75767], [-2.06061, 6.93522, -1.90348], [4.96804, -3.65582, -1.70152], [6.60660, -1.77482, 7.46688], [5.94842, -5.05101, 4.91485], [-0.49311, -8.13550, 1.91852], [4.28934, 1.35362, -6.01800], [-2.02039, 6.54918, -3.36758], [-1.04778, 5.58019, -3.67403], [1.24471, -8.61289, 3.12738], [5.91019, -3.18895, 5.99183], [-8.02395, 0.36457, -4.41124], [-7.01567, 5.84117, 3.96539], [3.98201, 0.46644, -8.84256], [-7.62035, 1.80701, -3.15077], [6.96621, -3.48512, -1.15641], [3.15074, -0.57956, -5.65007], [-8.86833, -0.31580, -3.39515], [-8.67021, 5.84719, 4.20546], [-1.97127, 1.01957, -3.92866], [7.27571, -4.10101, 8.94836], [-8.28772, -0.95593, -2.73090], [-7.57198, 6.66479, 5.88930], [1.47090, 1.49510, 0.14809], [6.82530, -4.02559, 7.96967], [0.59305, -8.12798, 1.82731], [-2.11794, 1.38719, 2.73988], [7.21705, -1.87180, -3.79100], [-6.93364, 7.49509, 6.19136], [0.51153, 1.59169, 1.43306], [-8.46774, 6.71396, 6.50840], [0.79963, -6.20414, 2.09277], [7.78267, -3.49994, -3.50018], [6.65573, -2.71857, -1.86642], [6.49891, -5.05414, 7.08461], [-9.59167, -0.84766, -4.01321], [1.14649, -7.84964, 3.89932], [6.45720, -2.82423, 7.25998], [0.82446, -9.51824, 3.56538], [1.22504, -6.89698, 1.58229], [-1.57941, 0.43822, 1.75445]],
  "forces_ev_per_a": [[-2.27, 1.95, -0.24], [0.36, 0.85, 0.16], [0.23, -0.22, -0.07], [0.20, -0.05, 0.12], [0.24, -0.29, -0.82], [0.92, -0.87, -0.33], [-0.20, -0.25, 1.10], [0.66, -0.48, -0.08], [0.39, 0.23, -0.11], [0.29, 0.23, 0.28], [0.70, -0.85, -0.14], [0.14, 0.25, -0.31], [-0.15, 0.24, -0.21], [-0.71, 0.06, -0.58], [-0.38, 0.09, -0.28], [-0.29, -0.30, -0.35], [0.42, 1.08, -0.52], [0.37, 0.25, 0.05], [-0.30, -0.29, 0.12], [0.28, 0.05, 0.28], [4.42, 2.09, 0.83], [0.01, -0.08, 0.20], [0.43, -0.30, 0.14], [0.08, 0.09, -0.43], [-1.05, 2.31, -0.96], [-0.80, -0.28, 0.22], [-1.95, -2.25, 0.10], [0.39, 0.14, 0.65], [0.38, 2.82, -0.07], [0.19, -0.31, -0.15], [-0.34, -0.21, -0.10], [1.97, 1.18, 0.40], [-0.02, 0.05, 0.03], [-0.08, 0.13, 0.03], [-0.66, -0.29, 0.34], [-0.30, -0.01, -0.16], [-0.17, -0.10, 0.25], [-0.31, -0.17, 0.22], [-0.16, 0.70, 0.05], [-0.38, 0.09, 0.57], [-0.26, 1.02, 0.93], [0.44, 0.04, -0.27], [-0.49, -1.43, -0.08], [1.77, -1.55, 2.11], [0.31, 0.72, 0.38], [0.46, 0.67, -0.25], [0.19, 0.20, -0.04], [-0.19, -0.05, -0.06], [0.35, -0.13, -0.15], [0.06, -0.10, 0.03], [-0.54, -0.69, -0.44], [-0.44, 0.14, 0.09], [0.05, 0.05, 0.13], [-0.21, 0.10, -0.10], [-0.01, -0.29, -0.34], [0.02, -0.65, -0.20], [-1.05, 0.07, -0.05], [-0.98, 1.47, -2.02], [0.46, -1.02, 1.32], [2.07, -1.54, -1.04], [-0.04, 0.19, 0.30], [0.07, 0.05, -0.46], [6.00, 0.90, -2.15], [-0.32, 0.26, -0.37], [-0.10, -0.04, 0.03], [-0.05, -0.07, -0.01], [-1.57, 0.30, 0.20], [0.89, -1.14, 2.64], [-0.50, -0.46, 0.78], [0.48, 0.08, -0.10], [-0.51, -0.85, -1.63], [-0.67, -0.07, -0.13], [-0.27, 0.72, -1.13], [-7.97, -4.20, 1.85]],
  "e_above_lowest_kj_mol": 87.31,
  "total_charge": 1,
  "e_lumo_ev": -10.0,
  "fmax_ev_per_a": 9.20,
  "homo_lumo_gap_ev": 1.2,
  "homo_ev": -11.180
}